1.
The following is a DFT calculation (the ωB97M-V functional and the def2-TZVPD basis) of a 10-piece molecular cluster, C28H62ClN4O16P overall in a non-equilibrium geometry.

Cartesian coordinates (Å):
C 0.5261 5.7394 3.5286
C 0.8661 5.9054 2.0391
O 2.2089 5.5685 1.7504
C 2.3334 4.3697 0.9856
C 2.2930 3.1831 1.9407
O 3.0014 2.0994 1.3469
C 2.3803 0.8837 1.3785
C 2.5402 0.0022 2.4097
C 3.4480 0.4186 3.5438
O 2.9144 1.3180 4.5328
N 1.5158 1.3556 4.5936
O 1.1628 1.6183 5.6755
C 1.9140 -1.2940 2.3768
C 2.1126 -2.2924 3.5020
C 1.6768 -1.8290 4.9110
C 2.8159 -1.7598 5.9414
Cl 0.5338 -3.1072 5.5470
C 1.1535 -1.6208 1.2661
C 0.4777 -2.9763 1.1323
C -0.9588 -2.9326 1.6246
N -1.8352 -2.3734 0.9098
C 0.9844 -0.6941 0.1865
N 0.2126 -1.0734 -0.8675
C 0.1107 -0.1742 -1.8249
C 0.7540 1.0777 -1.7390
C 0.5729 2.0497 -2.8832
P 1.9571 2.0651 -4.0390
O 2.6412 3.3603 -4.0538
O 3.0183 0.9441 -3.5806
O 1.4543 1.7808 -5.5785
N 1.4835 1.4845 -0.7385
C 1.5925 0.5598 0.2379
H -0.1391 4.8936 3.7042
H -0.0020 6.6082 3.9115
H 1.4283 5.5698 4.1127
H 0.1396 5.3463 1.4477
H 0.7035 6.9568 1.7974
H 1.5607 4.3298 0.2238
H 3.3201 4.4133 0.5303
H 2.7756 3.4830 2.8692
H 1.2582 2.9120 2.1578
H 4.2843 0.9465 3.0906
H 3.8724 -0.4600 4.0176
H 3.1718 -2.5596 3.5111
H 1.5879 -3.2124 3.3122
H 1.0908 -0.9237 4.8961
H 3.5941 -2.4536 5.6281
H 3.2200 -0.7558 6.0260
H 2.4764 -2.1132 6.9079
H 1.0516 -3.7611 1.6082
H 0.4266 -3.2306 0.0777
H -1.2375 -3.4042 2.5702
H -2.7487 -2.4179 1.3629
H -0.4630 -0.4354 -2.7032
H 0.3699 3.0548 -2.5278
H -0.3135 1.7185 -3.4319
H 3.0153 0.1638 -4.1485
H 1.9857 1.0909 -5.9920
C -5.1092 -3.8177 3.0412
O -4.0638 -2.9209 3.4302
H -4.9373 -4.1057 2.0084
H -5.1014 -4.7115 3.6678
H -6.0823 -3.3303 3.1176
H -4.2277 -2.6739 4.3435
C 4.8215 7.8063 3.2043
O 3.6858 8.2384 2.4709
H 5.2347 8.6692 3.7220
H 4.5418 7.0491 3.9431
H 5.5838 7.3956 2.5358
H 3.3289 7.4671 2.0181
C -1.5377 -4.0223 -3.4684
O -0.5283 -3.1500 -2.9637
H -1.2685 -4.3092 -4.4790
H -1.6074 -4.9210 -2.8497
H -2.5063 -3.5137 -3.4844
H -0.7619 -2.8904 -2.0630
C 0.4248 5.5355 -3.0426
O 1.4300 4.9184 -2.2439
H -0.3251 5.9510 -2.3738
H 0.8503 6.3413 -3.6452
H -0.0524 4.8046 -3.7027
H 2.0959 4.5512 -2.8404
C -2.2355 6.7790 6.2292
O -2.3874 5.5561 5.5161
H -2.7567 7.5550 5.6746
H -2.6709 6.7024 7.2290
H -1.1795 7.0502 6.3142
H -1.9238 4.8751 6.0108
C -1.2465 -6.3705 -7.2985
O -0.8408 -6.0701 -5.9657
H -2.3048 -6.1373 -7.3917
H -0.6823 -5.7662 -8.0139
H -1.0890 -7.4285 -7.5081
H 0.0949 -6.2811 -5.8987
C -8.7508 -5.4054 1.6914
O -7.3568 -5.5939 1.9189
H -9.0536 -4.5004 2.2115
H -8.9570 -5.2889 0.6246
H -9.3247 -6.2495 2.0818
H -7.0929 -6.3941 1.4577
C 0.4563 -10.1391 -7.3620
O 0.9624 -8.8609 -7.7412
H 0.1417 -10.0777 -6.3236
H -0.4028 -10.4142 -7.9791
H 1.2300 -10.9048 -7.4554
H 1.2387 -8.9201 -8.6593
C -2.2599 1.4074 -7.0570
O -1.7612 1.6407 -5.7457
H -3.3124 1.6781 -7.0678
H -1.7259 2.0204 -7.7880
H -2.1604 0.3527 -7.3281
H -0.8274 1.4080 -5.7375

Values from the calculation:
Electronic energy: -90567.68279 eV
Multiplicity: 1
Energy relative to the best compared isomer or geometry (same formula, charge and spin): 0.0 kcal/mol
Frontier orbital gap: 8.27 eV



2.
The following is a DFT calculation (the ωB97M-V functional and the def2-TZVPD basis) of a 7-piece molecular cluster, C28H62IN7O11P overall in a non-equilibrium geometry.

Cartesian coordinates (Å):
C -0.2159 -7.3402 -0.9583
C 1.3466 -7.4528 -0.5851
C 2.2055 -6.1352 -0.9970
C 3.0968 -5.5981 0.2578
C 2.0610 -4.9031 1.2703
C 2.6451 -3.6396 2.0705
C 1.4533 -3.0733 3.0239
C 0.4293 -2.2059 2.1436
C -1.1089 -2.6538 2.2313
I -1.4599 -4.8009 2.1351
N -1.8748 -1.8396 1.2254
P -1.9132 -2.5689 -0.3598
O -0.5973 -3.2074 -0.8254
O -2.2340 -1.2706 -1.4540
O -3.2421 -3.6438 -0.5852
C -1.6602 -2.1686 3.6948
O -2.9345 -2.2641 3.8382
O -0.8452 -1.6859 4.6870
H -0.8548 -7.2925 -0.0018
H -0.4843 -6.4233 -1.5816
H -0.5760 -8.2646 -1.5500
H 1.7899 -8.3550 -1.1467
H 1.3997 -7.6399 0.5520
H 2.8671 -6.3684 -1.8982
H 1.4330 -5.3553 -1.3403
H 3.9304 -4.9146 -0.1103
H 3.5018 -6.5509 0.7714
H 1.5852 -5.6344 2.0239
H 1.1956 -4.4995 0.6208
H 2.8970 -2.8209 1.2928
H 3.5658 -3.9550 2.6683
H 1.9843 -2.3494 3.7544
H 0.9756 -3.8748 3.6762
H 0.8182 -2.1913 1.0717
H 0.5040 -1.1163 2.5221
H -1.3213 -0.9583 1.1114
H -2.7568 -1.6383 -2.1989
H -2.8235 -4.4956 -0.8627
C 0.6891 0.4899 -2.1511
C 1.0771 0.4987 -0.6986
O 0.2436 0.4660 0.1993
N 2.4016 0.5451 -0.3888
C 3.5343 0.5889 -1.2880
H -0.3973 0.4514 -2.2342
H 1.0396 1.4013 -2.6376
H 1.1040 -0.3908 -2.6466
H 2.5793 0.5475 0.6060
H 4.1652 -0.2797 -1.0850
H 4.1020 1.4985 -1.0775
H 3.2328 0.5821 -2.3333
C -2.0139 4.2550 -4.0171
C -0.6680 3.8503 -3.4797
O -0.0679 2.8684 -3.9002
N -0.1167 4.6105 -2.4958
C -0.6559 5.7973 -1.8658
H -2.3185 3.5520 -4.7937
H -2.7594 4.2324 -3.2198
H -1.9589 5.2526 -4.4573
H 0.7854 4.2739 -2.1894
H 0.0493 6.6168 -2.0224
H -0.7455 5.6036 -0.7946
H -1.6293 6.0740 -2.2676
C -0.1062 0.8530 -6.2826
C -0.1474 -0.6018 -6.6662
O 0.4020 -1.4665 -5.9986
N -0.8244 -0.9472 -7.7983
C -1.5348 -0.0857 -8.7178
H 0.4667 0.9684 -5.3630
H 0.3818 1.4349 -7.0679
H -1.1175 1.2244 -6.1066
H -0.8066 -1.9393 -7.9880
H -2.5774 -0.4100 -8.7560
H -1.0902 -0.2010 -9.7091
H -1.4911 0.9598 -8.4201
C -2.1903 0.8753 9.6394
C -2.4486 -0.6071 9.6958
O -2.5690 -1.2070 10.7615
N -2.5475 -1.2797 8.5222
C -2.4365 -0.7595 7.1709
H -2.1370 1.2705 10.6550
H -1.2386 1.0727 9.1419
H -3.0045 1.3795 9.1150
H -2.7209 -2.2676 8.6415
H -3.3685 -0.9758 6.6453
H -1.6176 -1.2795 6.6701
H -2.2503 0.3128 7.1551
C -6.7483 6.6655 -1.8565
C -5.3641 6.0937 -1.7066
O -4.3837 6.6197 -2.2203
N -5.2182 4.9569 -0.9742
C -6.2389 4.1887 -0.2927
H -6.7007 7.5688 -2.4659
H -7.4005 5.9463 -2.3562
H -7.1541 6.9304 -0.8781
H -4.2615 4.6360 -0.9197
H -5.9870 4.1501 0.7691
H -6.2312 3.1742 -0.6966
H -7.2301 4.6202 -0.4148
C 7.4522 4.3164 1.0698
C 7.1058 2.9303 0.5952
O 7.1929 2.6053 -0.5814
N 6.6844 2.0246 1.5196
C 6.5145 2.2075 2.9455
H 7.7700 4.9195 0.2185
H 6.5773 4.7896 1.5204
H 8.2734 4.2741 1.7884
H 6.4717 1.1193 1.1243
H 7.1541 1.4884 3.4620
H 5.4720 1.9998 3.1961
H 6.7704 3.2154 3.2654

Values from the calculation:
Electronic energy: -80388.58682 eV
Multiplicity: 1
Frontier orbital gap: 6.73 eV
Total charge: -1